(1)
104
Properties=species:S:1:pos:R:3:forces:R:3 method="wB97M-V/def2-TZVPD" homo_lumo_gap_ev="5.160 / 5.152" e_above_lowest_ev=5.680 charge=+2 lumo_ha="-0.28327 / -0.28352"
W -0.4397 0.0268 -0.4309 2.04 -3.66 -2.27
As 1.0480 3.9677 3.3808 -0.04 0.41 0.11
As -2.0160 -0.6240 1.6946 -1.73 1.03 2.55
Ge -1.2227 2.2549 0.5309 -0.63 3.47 0.86
S 1.4595 1.2163 0.5077 -1.14 -0.44 -0.79
S 3.0115 2.9317 2.7227 0.11 0.25 -0.35
S 2.3407 1.0623 2.4010 -0.40 -0.49 0.16
S 1.3324 5.9142 2.9310 0.01 -0.52 0.06
N -1.0781 0.9071 -2.3498 0.46 -0.24 1.23
N 0.5377 -1.6714 0.4306 -0.34 0.09 0.26
N 0.8560 -0.7409 -2.0080 -0.77 0.50 -0.45
N -1.6698 -1.9208 -1.0618 0.90 -0.15 1.10
C -0.2329 -5.0200 1.9050 -0.38 -0.44 -0.30
C -0.2403 3.6178 -0.5550 -0.01 -0.47 -0.29
C -1.1694 0.3548 3.2527 0.29 -0.02 -0.20
C 1.9896 -1.8024 0.6748 0.25 0.49 -0.28
C -0.5978 0.3494 -3.4954 0.45 -0.62 0.18
C -2.8034 -2.1884 -1.9698 -0.15 0.52 -0.36
C -4.5066 0.3962 3.1084 0.54 -0.25 -0.14
C -2.7619 4.0188 2.3819 0.61 -0.35 -0.06
C 2.0272 -1.6164 -1.8273 0.15 -0.15 0.68
C -0.8879 0.8310 -4.7819 0.02 0.20 0.41
C -0.3839 4.9715 -0.2751 -0.32 -0.30 0.21
C 1.3293 5.5204 -1.8552 0.05 0.06 -0.05
C 0.6127 -1.7776 -4.1763 0.00 -0.12 -0.05
C -3.7962 4.8238 2.8246 -0.09 0.06 0.00
C -5.0273 4.3089 0.8415 -0.09 0.02 -0.10
C 0.6900 3.2356 -1.5187 0.27 -0.30 -0.22
C 0.3341 -0.7521 -3.2577 -0.15 0.86 0.40
C 0.3929 5.9193 -0.9175 0.09 0.00 -0.03
C -2.8229 3.3579 1.1573 -0.21 -0.95 -0.60
C 0.1931 -3.7393 1.5867 0.00 0.61 -0.37
C -1.2502 -3.0228 -0.3933 0.10 0.89 -0.10
C 2.7902 -1.3046 -0.5454 -0.15 -0.11 -0.03
C -3.3117 -1.0378 -2.8256 0.13 -0.06 0.39
C -0.1624 -2.8379 0.5684 -0.10 -0.37 0.14
C -1.6382 -5.5318 -0.0453 -0.05 0.26 -0.03
C -3.4640 1.4625 -2.8997 0.10 -0.19 0.29
C -3.9075 0.1294 1.7290 0.26 -0.04 -0.51
C 0.2799 -1.9285 -5.5088 0.06 0.08 0.11
C -1.0556 -5.8519 1.1716 0.28 0.04 0.30
C 1.4751 4.1769 -2.1604 0.01 -0.08 -0.09
C -3.9837 3.5128 0.4036 0.09 -0.04 -0.12
C -2.5328 -2.2990 2.7759 0.42 -0.45 -0.65
C -2.0652 1.9861 -2.5549 -0.52 0.20 0.28
C -3.7727 0.2125 -2.0715 0.15 0.03 0.00
C -4.9362 4.9714 2.0532 0.04 0.05 0.04
C -0.7111 0.2706 -6.0343 0.07 -0.22 -0.11
C -3.6052 -3.2059 2.1802 0.21 0.43 -0.16
C -1.1451 -0.3105 4.6255 -0.16 -0.14 -0.31
C -0.2695 -0.9956 -6.3721 -0.13 0.16 0.03
C -1.7358 -4.3165 -0.6912 -0.02 -0.38 -0.28
H 0.9068 -3.3315 2.2944 -0.04 0.04 -0.04
H -1.6178 -2.8685 2.9512 -0.15 0.25 0.01
H -3.8911 1.0992 3.6645 -0.03 0.06 0.15
H -5.7398 5.6059 2.3902 -0.12 0.05 0.05
H 3.7443 -1.8306 -0.5717 0.02 -0.03 0.00
H 0.1640 -5.4233 2.8270 0.05 -0.03 0.05
H -0.3614 -1.2786 -7.4094 0.05 -0.04 -0.12
H 1.9528 6.2493 -2.3459 0.07 0.14 -0.07
H -0.5820 0.3236 5.3051 0.11 0.10 0.06
H -4.1827 2.2558 -2.6945 0.05 0.07 -0.07
H -0.1277 0.5358 2.9558 -0.38 0.07 -0.04
H -2.5447 -0.7845 -3.5584 -0.23 -0.09 0.04
H 2.2950 -1.2749 1.5883 -0.04 -0.24 -0.18
H -4.5531 -2.6808 2.0879 -0.10 -0.02 -0.06
H -5.9082 4.4130 0.2273 -0.13 0.05 -0.04
H 0.8429 2.1684 -1.7609 -0.02 0.93 -0.05
H 2.2063 3.8600 -2.8909 0.06 0.02 -0.05
H -1.0404 0.8898 -6.8583 -0.02 0.04 -0.03
H 0.2761 6.9624 -0.6739 -0.02 0.17 0.02
H -3.5470 1.2181 -3.9594 -0.06 0.02 -0.07
H -4.0855 3.0122 -0.5507 -0.03 -0.05 -0.08
H 0.5440 -2.8805 -5.9488 0.06 -0.06 0.00
H -1.7214 2.7040 -3.3030 0.14 -0.05 0.21
H -3.3201 -3.5991 1.2077 -0.06 -0.02 -0.06
H -0.6540 -1.2811 4.5955 -0.03 -0.08 0.10
H -2.5166 -2.9560 -2.6979 -0.01 -0.02 0.19
H -3.6336 -2.5767 -1.3649 0.07 -0.09 -0.06
H -3.7629 -4.0524 2.8445 0.00 -0.07 0.10
H -1.1176 5.2676 0.4617 -0.03 0.20 0.05
H -2.1415 -6.3457 -0.5513 -0.04 -0.03 -0.02
H -4.8423 0.1475 -1.8720 0.02 -0.02 0.16
H -5.4920 0.8387 2.9891 -0.09 0.04 -0.04
H -1.3533 1.8042 -4.8252 -0.04 -0.01 0.07
H -2.1410 -0.4180 5.0468 -0.06 -0.10 0.06
H -1.2248 -6.8531 1.5407 0.04 -0.04 0.08
H -2.2912 -4.3976 -1.6116 -0.01 0.04 0.02
H -4.1573 -1.4317 -3.3944 0.06 -0.02 -0.05
H 1.1349 -2.6292 -3.7626 0.02 0.03 0.03
H -1.6569 1.3306 3.3481 0.03 -0.15 -0.31
H -4.5344 -0.5963 1.1943 0.25 0.12 -0.06
H 2.2363 -2.8616 0.8118 -0.16 0.23 -0.05
H 3.0243 -0.2376 -0.5018 0.07 -0.30 -0.06
H -3.9177 1.0671 1.1643 0.12 -0.31 -0.03
H -1.8750 3.9164 3.0013 -0.04 0.00 0.01
H 2.7023 -1.4796 -2.6789 -0.18 0.01 0.05
H -2.8860 -1.9314 3.7438 0.21 0.40 -0.37
H 1.7235 -2.6763 -1.7931 0.01 0.18 -0.10
H -2.1601 2.5676 -1.6383 0.13 -0.14 -0.17
H -3.2518 0.2816 -1.0884 -0.35 0.02 -0.33
H -0.4964 2.6264 1.8406 0.24 -0.42 0.36
H -3.7058 5.3348 3.7706 -0.01 0.06 0.10
H -4.6176 -0.5225 3.6810 -0.04 0.01 0.13

(2)
99
Properties=species:S:1:pos:R:3:forces:R:3 method="wB97M-V/def2-TZVPD" homo_lumo_gap_ev="7.585 / 7.586" charge=+1 lumo_ha="-0.11540 / -0.11538"
Pd 0.0625 -0.3020 -0.1593 -0.02 -0.02 0.32
As -0.8043 0.3983 2.2125 0.05 -0.08 -0.24
As 0.0553 2.1958 -0.3659 -0.50 0.02 -0.10
Si 1.2331 -1.4071 -3.1152 -0.03 0.06 0.01
Si 1.6928 -2.8840 -0.4251 -0.03 0.00 0.03
Si 3.2240 -0.2644 -0.9510 0.01 -0.05 0.06
N -0.8678 -2.1520 -0.2346 0.12 0.10 0.11
C -0.8088 -4.5157 -0.3215 0.15 0.13 0.00
C 0.1796 5.0099 -0.9774 -0.05 0.00 0.00
C 0.3665 6.1359 -1.7636 -0.01 0.01 0.02
C -3.6194 1.1172 -2.1362 -0.01 0.00 0.00
C 0.8017 0.2202 -3.9536 -0.05 -0.03 0.20
C -0.9405 -1.9652 3.8107 -0.06 0.02 -0.04
C 1.0646 -0.6899 4.1877 -0.02 0.02 0.00
C -0.1631 -0.8392 3.5532 0.03 -0.03 -0.07
C -0.4995 -2.9272 4.7044 0.00 -0.02 -0.01
C -2.2057 -2.1808 -0.2340 0.00 -0.01 0.00
C 0.4674 3.7438 -1.4830 0.12 -0.04 0.09
C 3.4874 1.2237 -2.0539 -0.02 -0.06 0.01
C 1.5038 -1.6565 5.0833 -0.01 0.01 -0.01
C 4.6989 -1.3994 -1.2173 -0.04 0.00 0.03
C -2.2775 1.2510 -1.8124 0.06 -0.09 0.00
C 1.6108 -1.2021 -1.2700 0.12 0.08 -0.28
C -2.1882 -4.5599 -0.3083 -0.12 0.03 0.00
C -2.8513 2.7463 -0.0319 0.01 0.04 -0.04
C -2.9027 -3.3676 -0.2782 0.01 -0.05 0.00
C -2.6604 1.6214 4.0905 0.01 -0.02 0.01
C -4.5842 1.8002 -1.4078 0.01 -0.01 -0.02
C -5.0561 1.5003 3.9259 -0.03 -0.01 -0.01
C -3.6856 0.4424 2.2631 0.04 -0.01 -0.04
C 2.5453 -4.2709 -1.3412 -0.09 0.03 -0.01
C 1.1261 4.7533 -3.5668 0.01 -0.01 0.00
C -1.8756 2.0648 -0.7516 0.04 0.10 0.02
C 0.8412 6.0104 -3.0602 0.00 -0.01 0.01
C 0.7254 -2.7736 5.3400 0.00 0.01 -0.01
C 3.3530 0.3065 0.8415 -0.17 0.00 -0.05
C -4.1952 2.6160 -0.3591 0.04 0.02 0.01
C 0.2776 1.9920 2.5256 0.06 0.01 0.04
C -3.9160 1.9359 4.5872 0.04 0.01 0.01
C 0.9417 3.6233 -2.7828 0.00 0.00 -0.02
C 2.3078 -2.8831 1.3402 -0.02 0.07 -0.01
C -0.1515 -3.2877 -0.3020 -0.07 0.00 0.03
C -2.5414 0.8783 2.9200 -0.01 -0.04 -0.04
C 0.0588 3.0225 1.4259 0.20 -0.05 0.01
C 2.7014 -2.0741 -4.0777 -0.01 0.01 0.07
C -4.9416 0.7482 2.7673 0.01 -0.01 -0.02
C -0.2197 -2.5544 -3.4349 0.01 0.01 0.02
H 4.7136 -2.2302 -0.5112 0.01 -0.04 0.04
H -2.7063 -1.2213 -0.2209 0.00 -0.01 -0.01
H 4.3676 1.7622 -1.6981 0.05 0.03 0.01
H 1.8914 -2.0615 1.9271 0.00 -0.05 -0.01
H -6.0341 1.7445 4.3179 -0.01 0.00 0.01
H -0.8821 3.5486 1.5664 0.01 0.04 0.01
H -4.0034 2.5150 5.4962 -0.01 0.01 0.02
H 2.0637 -4.5001 -2.2906 -0.03 -0.03 -0.05
H 5.6129 -0.8265 -1.0515 0.05 0.05 0.01
H 2.0150 -3.8192 1.8195 -0.02 -0.05 0.02
H -2.7096 -5.5069 -0.3354 -0.01 -0.03 0.00
H -5.8270 0.4049 2.2498 -0.03 0.00 -0.01
H -2.5985 3.3888 0.7995 0.02 0.02 0.00
H 3.6831 0.9252 -3.0833 0.01 -0.01 -0.09
H -5.6306 1.7034 -1.6638 -0.01 0.00 0.00
H 1.4962 4.6440 -4.5767 0.01 0.00 -0.03
H 4.7450 -1.8109 -2.2230 0.01 -0.03 -0.07
H 4.0590 1.1330 0.9255 0.04 0.07 0.00
H 0.8549 3.7698 1.4402 -0.02 -0.08 -0.04
H 0.1109 0.0645 -4.7829 -0.03 -0.04 -0.04
H -0.2088 5.1393 0.0234 0.00 -0.01 0.01
H 2.4564 -1.5338 5.5796 0.03 0.01 0.01
H 1.6881 0.7155 -4.3470 0.06 0.05 -0.01
H -3.9091 0.4851 -2.9654 0.00 -0.01 -0.02
H -0.2259 -5.4243 -0.3662 0.02 -0.06 -0.01
H -1.9011 -2.0841 3.3181 0.02 -0.02 0.03
H -3.9824 -3.3548 -0.2907 -0.04 -0.01 0.00
H 3.7015 -0.4981 1.4871 0.01 -0.03 0.05
H 3.3948 -2.8219 1.3828 0.07 0.03 0.04
H 1.6903 0.1716 3.9951 0.02 0.01 0.01
H 0.9868 6.8895 -3.6717 0.01 0.03 -0.02
H 2.3846 0.6411 1.2201 0.10 -0.01 0.00
H -1.1103 -3.7960 4.9082 -0.02 -0.02 0.00
H 0.1368 7.1118 -1.3585 0.00 0.02 0.00
H 1.0712 -3.5229 6.0376 0.01 -0.03 0.03
H 0.3240 0.8932 -3.2431 -0.05 0.02 -0.07
H 3.5083 -1.3428 -4.1174 0.06 0.05 -0.02
H 0.0880 2.4106 3.5161 -0.04 -0.02 -0.06
H -4.9355 3.1550 0.2162 -0.02 0.01 0.02
H 3.5879 -4.0348 -1.5422 0.09 0.00 -0.01
H -0.3562 -2.6319 -4.5155 -0.01 0.01 -0.04
H -1.7797 1.9456 4.6316 0.00 0.00 0.00
H 1.3157 1.6574 2.5076 -0.07 0.02 0.05
H 1.1764 2.6578 -3.2028 -0.05 0.04 0.00
H -1.5447 0.7072 -2.3975 0.01 0.02 0.02
H -1.1508 -2.1694 -3.0144 -0.04 0.01 0.03
H 2.5262 -5.1715 -0.7254 0.00 -0.06 0.04
H 3.1129 -3.0058 -3.6966 0.01 -0.05 0.02
H 2.6554 1.9238 -2.0605 0.04 -0.01 0.08
H -0.0693 -3.5646 -3.0555 -0.01 -0.06 0.02
H -3.5989 -0.1259 1.3439 -0.03 0.05 0.04
H 2.3754 -2.2501 -5.1040 -0.02 -0.01 -0.08